No. 1
C3H8NO2 | wB97M-V/def2-TZVPD

```
14
Properties=species:S:1:pos:R:3:lowdin_charge:R:1
C -2.355 -0.206 -1.239 -0.038
C 0.057 0.708 1.343 -0.161
C -1.510 -0.176 -0.162 -0.243
N 2.465 -0.308 0.385 -0.275
O 3.036 0.097 -0.904 -0.357
O -1.159 0.871 0.670 -0.186
H 2.254 0.181 -1.481 0.008
H -3.011 0.523 -1.705 0.024
H -2.561 -1.215 -1.660 0.031
H 0.862 0.353 0.650 -0.004
H -0.115 -0.087 2.112 0.084
H 0.246 1.681 1.814 0.077
H -0.801 -1.135 -0.090 0.148
H 2.593 -1.288 0.268 -0.108
```

Properties
- calculated total energy (eV) = -8821.2092
- maximum force (eV/A) = 4.0
- total charge = -1
- energy relative to the best compared isomer or geometry (same formula, charge and spin) (eV) = 6.583

=====

No. 2
C3H3Cl2NS | wB97M-V/def2-TZVPD

```
10
Properties=species:S:1:pos:R:3:lowdin_charge:R:1
C 0.084 -0.265 0.755 -0.175
C 0.863 0.376 -0.245 -0.434
C -1.618 0.830 -0.202 -0.927
N -1.188 -0.060 0.748 0.001
S -0.075 1.357 -1.227 1.010
Cl -2.398 2.259 0.528 0.609
Cl 3.325 1.919 0.392 -0.249
H 0.512 -0.936 1.482 0.130
H 1.923 0.273 -0.393 -0.050
H -2.328 0.405 -0.915 0.085
```

Properties
- calculated total energy (eV) = -40527.1898
- maximum force (eV/A) = 1.9
- energy relative to the best compared isomer or geometry (same formula, charge and spin) (eV) = 1.826

=====

No. 3
C9H14NOS | wB97M-V/def2-TZVPD

```
26
Properties=species:S:1:pos:R:3:lowdin_charge:R:1
C -0.774 1.426 3.025 -0.019
C -1.772 1.205 2.052 -0.086
C 0.552 1.116 2.595 -0.080
C -1.502 1.132 0.724 -0.076
C 0.872 1.040 1.282 -0.064
C -0.140 1.027 0.250 -0.253
C 1.507 -2.027 -1.778 -0.101
C 0.374 0.719 -1.002 -0.159
C 0.482 -1.638 -0.803 -0.673
N -0.573 0.677 -2.107 0.126
O 0.703 -1.766 0.538 -0.010
S -1.283 -2.075 -1.172 0.877
H -0.961 1.726 4.067 0.118
H -2.885 1.236 2.240 0.136
H 1.404 1.106 3.260 0.111
H -2.326 1.229 0.087 0.090
H 1.970 0.788 1.018 0.150
H 1.301 -1.581 -2.786 0.088
H 2.572 -1.811 -1.524 0.112
H 1.389 -3.144 -2.010 0.124
H 1.398 1.046 -1.375 0.166
H -1.472 0.367 -1.789 0.085
H -0.343 -0.217 -2.676 0.138
H -0.431 1.497 -2.706 0.181
H 1.591 -1.927 0.815 0.114
H -1.655 -1.151 -0.226 -0.096
```

Properties
- calculated total energy (eV) = -23923.1278
- maximum force (eV/A) = 3.6
- total charge = +1
- energy relative to the best compared isomer or geometry (same formula, charge and spin) (eV) = 2.724